(1)
15
Properties=species:S:1:pos:R:3:forces:R:3 method="wB97M-V/def2-TZVPD" gap_ev=9.74 homo_ha=-0.3254 multiplicity=1 fmax_ev_per_a=2.0 total_charge=0
O 0.505812 -1.180583 -0.766178 0.37 1.39 1.39
N -0.830020 1.426379 -0.833145 -0.69 -0.54 0.59
N 2.047292 -0.072703 0.910495 -0.28 -0.14 0.28
N -2.064877 -0.129385 0.427003 0.51 0.54 -0.33
C -1.934183 0.861469 -0.483731 -0.41 1.21 -0.25
C 1.808741 -1.034630 -0.125507 -0.55 -1.11 -0.24
H -2.873290 1.263982 -0.877057 -0.13 -0.45 -0.03
H -1.100166 2.196794 -1.433329 0.46 -0.02 -0.25
H 2.347447 -0.453574 1.787928 -0.25 0.05 0.02
H 1.822401 0.905377 0.945777 -0.08 -0.10 -0.67
H -1.274049 -0.179492 1.048719 -0.14 -0.67 0.23
H 1.901364 -1.994105 0.408127 0.63 0.17 -0.61
H 2.467010 -0.936091 -0.988093 0.54 0.03 0.26
H -2.985044 -0.408433 0.709450 0.14 -0.01 0.20
H 0.161567 -0.265006 -0.730461 -0.13 -0.33 -0.60


(2)
18
Properties=species:S:1:pos:R:3:forces:R:3 method="wB97M-V/def2-TZVPD" gap_ev=9.36 homo_ha=-0.3136 multiplicity=1 fmax_ev_per_a=2.3 total_charge=0
S 2.115061 1.709151 1.164060 -1.80 0.61 0.29
N -0.132894 -0.996115 -0.602170 0.22 -0.79 -1.25
N -1.141931 0.952241 -0.363754 -0.27 1.33 0.16
C -0.073137 0.123806 1.638504 -0.56 -1.10 0.12
C -0.968403 -0.879850 -1.844875 -1.18 -0.78 1.76
C -0.497687 0.040042 0.217757 0.05 0.34 -0.32
C -1.266603 0.595422 -1.767340 -1.01 1.32 -0.52
C 1.434573 0.117169 1.757223 0.30 -0.04 -0.79
H -1.942560 -1.443567 -1.717150 0.98 0.30 -0.05
H 3.247915 1.269784 0.773953 1.73 -0.71 -0.54
H 1.822814 -0.725275 1.182316 0.18 0.24 -0.11
H -0.511028 1.021824 2.043742 -0.18 0.22 0.24
H -0.500589 -1.231093 -2.739807 0.56 -0.09 -0.37
H -0.535772 -0.767984 2.128110 0.53 0.60 0.12
H 1.801122 0.019604 2.744559 -0.05 -0.30 1.16
H -0.566255 1.195430 -2.386423 -0.28 -0.20 0.40
H 0.022565 -1.895160 -0.197781 -0.01 -0.47 0.10
H -2.307191 0.894572 -2.030923 0.78 -0.47 -0.40


(3)
17
Properties=species:S:1:pos:R:3:forces:R:3 method="wB97M-V/def2-TZVPD" gap_ev=6.37 homo_ha=0.0067 multiplicity=1 fmax_ev_per_a=4.1 total_charge=-2
P -0.785299 -1.793851 -0.136685 3.79 0.20 -1.57
P 2.982686 -1.086178 0.064997 -0.17 1.53 -0.50
O -2.086808 -2.439930 0.014212 -3.25 -1.95 0.63
O 2.003769 -0.457102 -1.204700 0.17 -1.37 1.29
O 4.384437 -0.814795 -0.355718 1.16 -0.03 -0.16
O 0.352682 -2.480595 0.971092 -1.99 -0.43 0.41
O 2.591391 0.191679 1.159373 -0.12 -0.92 0.39
N -0.776452 0.846429 0.782067 0.85 1.04 2.58
C -0.426668 1.459173 -0.435005 -3.63 -0.60 -1.66
C -0.932901 -0.380763 0.936101 -0.69 -0.08 1.75
H 1.237923 -0.991251 -0.866626 -0.41 0.76 -1.53
H -0.717473 0.735232 -1.242165 0.65 0.89 -0.07
H -1.251565 -0.723982 1.967250 0.15 0.34 -0.60
H 1.244168 -2.226790 0.741803 1.13 -0.14 -0.38
H -1.185744 2.280030 -0.411066 0.67 0.02 -0.88
H 0.527584 1.864479 -0.593153 1.52 0.16 0.34
H 1.881892 -0.237731 1.673885 0.18 0.60 -0.04


(4)
13
Properties=species:S:1:pos:R:3:forces:R:3 method="wB97M-V/def2-TZVPD" gap_ev="8.28 / 9.17" homo_ha="-0.2955 / -0.3219" multiplicity=1 fmax_ev_per_a=2.4 total_charge=0
Si -1.571419 -0.421715 -0.567265 0.31 0.23 -0.92
O 2.145713 0.657415 -0.463342 -0.95 0.58 -0.96
N 1.500538 1.610834 0.205313 -0.41 0.70 0.66
N -2.779666 -0.730811 0.540233 -0.74 0.45 2.25
C 2.956329 -0.057351 0.186003 1.15 -1.15 1.69
H -1.945632 -1.293211 -1.671303 0.42 -0.11 -0.67
H -2.627665 -0.021769 1.279911 -0.78 -0.95 -0.11
H 0.813615 2.024979 -0.439933 0.61 -0.54 -0.33
H -0.193742 -0.466529 -0.125887 0.66 -0.69 0.10
H 2.996426 0.213797 1.320822 0.31 -0.91 -2.21
H -1.675852 1.017862 -0.766826 -0.21 0.48 -0.53
H 3.442180 -0.896987 -0.408256 -0.64 1.40 1.15
H -3.060827 -1.636513 0.910530 0.27 0.51 -0.12


(5)
13
Properties=species:S:1:pos:R:3:forces:R:3 method="wB97M-V/def2-TZVPD" gap_ev="6.93 / 8.72" homo_ha="-0.2729 / -0.3308" multiplicity=4 fmax_ev_per_a=2.4 total_charge=0
V 0.385174 -0.062351 -1.473348 -0.31 -0.04 -0.90
O 2.049733 -0.387883 -0.546197 0.76 1.17 1.73
O -1.166428 -1.073026 -1.573531 0.03 0.06 -0.18
O -0.122653 0.851506 0.140362 0.53 0.01 -0.11
C 2.048256 -0.024814 0.665344 0.76 -2.18 -0.60
C -1.430632 0.372760 0.366676 -0.70 0.09 0.25
C -1.664797 -1.010815 -0.268552 -0.53 -0.14 0.95
H -2.753153 -1.222322 -0.236010 0.34 0.03 -0.08
H -2.141514 1.088866 -0.093168 0.13 -0.19 0.24
H 1.590255 -0.689628 1.420826 -0.30 0.62 -0.35
H -1.647944 0.319957 1.451821 0.01 0.04 -0.34
H 2.851760 0.628901 1.046427 -0.60 0.39 -0.35
H -1.177569 -1.773710 0.379136 -0.11 0.14 -0.26